The following is a DFT calculation (ωB97M-V/def2-TZVPD) of 11 unconnected molecules or ions with the total composition C43H60ClN2O30 at a distorted geometry.

Total energy: -122482.4346 eV
Molar mass: 1120.4 g mol⁻¹
Strongest force on any atom: 5.43 eV/Å
Frontier orbital gap: 8.6 eV

ORCA input file:
```
! RIJCOSX wB97M-V def2-TZVPD def2/J DEFGRID3
* xyz 1 1
C 1.77 4.44 1.61
C 0.80 3.71 1.42
C -0.09 2.45 1.45
N -1.12 2.17 2.36
C -1.69 0.88 2.09
C -0.87 0.45 0.93
C -1.17 -1.01 0.34
C -0.42 -2.03 1.34
C -0.73 -3.54 1.04
Cl 1.40 -1.65 1.26
N 0.10 1.39 0.52
C 1.08 1.29 -0.58
C 0.30 1.09 -1.99
C 1.00 -0.02 -2.92
C 1.89 0.64 -4.09
C -0.10 -0.98 -3.60
H 2.67 5.09 1.83
H -1.44 2.76 3.13
H -2.52 0.34 2.63
H -2.29 -1.22 0.31
H -0.74 -1.04 -0.71
H -0.78 -1.73 2.38
H 0.02 -4.16 1.65
H -1.75 -3.85 1.43
H -0.56 -3.85 -0.04
H 1.77 0.40 -0.50
H 1.72 2.22 -0.68
H 0.25 2.08 -2.54
H -0.77 0.73 -1.83
H 1.67 -0.72 -2.32
H 1.49 0.40 -5.11
H 1.89 1.78 -3.99
H 2.96 0.28 -3.96
H 0.29 -1.48 -4.54
H -1.04 -0.42 -3.87
H -0.38 -1.83 -2.89
C 0.75 -1.73 4.88
C 2.11 -1.25 5.28
O 1.94 -0.92 6.65
C 0.88 -1.64 7.11
O 0.57 -1.72 8.26
O 0.22 -2.26 6.09
H 0.80 -2.50 4.11
H 0.11 -0.92 4.53
H 2.88 -2.03 5.20
H 2.44 -0.38 4.71
C -2.43 -0.91 -6.96
C -2.02 -1.31 -8.34
O -0.73 -0.72 -8.48
C -0.23 -0.56 -7.23
O 0.90 -0.25 -6.99
O -1.18 -0.80 -6.28
H -3.07 -1.65 -6.48
H -2.93 0.06 -6.93
H -1.94 -2.39 -8.46
H -2.70 -0.92 -9.10
C 4.67 0.36 9.21
C 5.08 -0.02 7.82
O 6.38 0.55 7.70
C 6.88 0.68 8.96
O 8.01 0.97 9.21
O 5.92 0.45 9.89
H 4.03 -0.38 9.68
H 4.18 1.33 9.25
H 5.16 -1.10 7.68
H 4.41 0.38 7.06
C -2.37 -3.37 9.99
C -1.03 -3.09 10.61
O -1.37 -2.56 11.89
C -2.62 -3.02 12.19
O -3.13 -2.90 13.26
O -3.20 -3.63 11.12
H -2.35 -4.22 9.32
H -2.77 -2.50 9.46
H -0.44 -4.00 10.75
H -0.45 -2.37 10.04
C -5.46 -3.36 -0.58
C -6.13 -3.95 0.63
O -5.19 -3.70 1.67
C -4.43 -2.64 1.28
O -3.66 -2.07 1.99
O -4.66 -2.32 -0.02
H -6.18 -2.96 -1.30
H -4.81 -4.07 -1.09
H -7.07 -3.45 0.87
H -6.32 -5.02 0.52
C 2.18 -1.61 15.18
C 1.19 -1.07 14.19
O 1.95 -0.99 12.99
C 2.97 -1.88 13.09
O 3.70 -2.19 12.19
O 3.06 -2.38 14.36
H 1.72 -2.24 15.94
H 2.76 -0.82 15.67
H 0.35 -1.74 14.03
H 0.82 -0.09 14.47
C -0.05 -5.55 -8.29
C -0.78 -6.78 -8.75
O -2.09 -6.29 -9.02
C -1.99 -4.95 -9.26
O -2.88 -4.27 -9.68
O -0.73 -4.50 -8.96
H 1.00 -5.57 -8.56
H -0.14 -5.39 -7.21
H -0.37 -7.19 -9.67
H -0.81 -7.56 -7.99
C 0.06 2.75 -10.49
C -0.46 3.30 -11.78
O -1.41 2.32 -12.19
C -1.82 1.67 -11.07
O -2.73 0.90 -11.03
O -1.05 2.00 -10.00
H 0.34 3.53 -9.78
H 0.91 2.08 -10.63
H -0.97 4.26 -11.65
H 0.32 3.42 -12.53
C -4.91 5.73 -11.18
C -4.50 5.33 -12.57
O -3.21 5.92 -12.71
C -2.71 6.10 -11.45
O -1.59 6.42 -11.22
O -3.66 5.86 -10.51
H -5.54 4.99 -10.70
H -5.42 6.70 -11.16
H -4.40 4.25 -12.68
H -5.18 5.71 -13.33
C 4.89 6.93 0.37
C 6.24 7.45 0.77
O 6.06 7.79 2.14
C 5.02 7.06 2.61
O 4.71 6.98 3.75
O 4.37 6.41 1.59
H 4.95 6.15 -0.39
H 4.23 7.72 0.01
H 7.02 6.68 0.70
H 6.55 8.32 0.19
*
```